Record 1
ORCA calculation (the ωB97M-V functional and the def2-TZVPD basis) on a single C2H7N3S molecule.

Summary:
* E_LUMO: 0.0291 Eh
* Kohn-Sham gap: 9.11 eV
* total energy: -17491.16142 eV
* highest occupied orbital energy: -8.32 eV
* ΔE to the lowest compared entry with this formula, charge and spin: 40.37 kcal per mole

Geometry (Å):
S  3.358  -0.077  -0.031
C  0.877  1.028  -0.086
H  -2.723  -1.308  -0.181
C  -2.305  -0.277  0.102
N  -0.949  -0.232  -0.357
H  -0.344  -1.001  0.019
H  3.313  -0.718  1.174
N  -0.407  0.977  -0.089
N  1.685  -0.108  -0.331
H  1.448  -0.549  -1.202
H  -2.940  0.483  -0.320
H  -2.475  -0.170  1.209
H  1.462  1.952  0.095

***

Record 2
ORCA calculation (the ωB97M-V functional and the def2-TZVPD basis) on a gas-phase ion, C2H7N4 (charge +1).

Summary:
* E_LUMO (alpha / beta): -0.2580 / -0.2580 Eh
* Kohn-Sham gap (alpha / beta): 7.00 / 6.99 eV
* total energy: -8137.35876 eV
* charge: +1
* highest occupied orbital energy (alpha / beta): -14.02 / -14.02 eV
* ΔE to the lowest compared entry with this formula, charge and spin: 112.72 kcal per mole

Geometry (Å):
C  -1.691  0.368  0.357
H  -2.134  -0.521  0.838
H  1.416  0.549  1.619
N  -0.538  0.657  1.161
N  -1.390  -0.070  -0.911
H  -2.447  1.227  0.461
N  2.294  -0.732  -0.429
H  2.967  -0.994  0.390
H  -0.892  0.606  -1.448
H  -2.197  -0.483  -1.342
H  2.794  -0.891  -1.277
N  1.131  -0.155  -0.293
C  0.688  0.437  0.875

***

Record 3
ORCA calculation (the ωB97M-V functional and the def2-TZVPD basis) on a gas-phase ion, C2H7N4 (charge +1).

Summary:
* E_LUMO (alpha / beta): -0.1757 / -0.1757 Eh
* Kohn-Sham gap (alpha / beta): 8.55 / 8.55 eV
* total energy: -8134.96060 eV
* charge: +1
* highest occupied orbital energy (alpha / beta): -13.33 / -13.33 eV
* ΔE to the lowest compared entry with this formula, charge and spin: 168.02 kcal per mole

Geometry (Å):
H  -2.388  -1.861  0.758
C  -1.929  -1.198  -0.061
C  0.124  1.251  -0.349
H  -0.161  1.861  -1.329
N  -1.841  0.012  0.123
H  2.750  0.084  -0.024
H  1.544  0.051  1.293
H  -1.768  -1.498  -1.130
H  0.696  1.834  0.574
N  1.705  -0.314  0.281
N  -1.400  1.041  0.242
N  0.676  0.054  -0.592
H  1.993  -1.317  0.214

***

Record 4
ORCA calculation (the ωB97M-V functional and the def2-TZVPD basis) on a gas-phase ion, C2H7N4 (charge +1).

Summary:
* E_LUMO (alpha / beta): -0.2162 / -0.2161 Eh
* Kohn-Sham gap (alpha / beta): 8.83 / 8.83 eV
* total energy: -8136.12028 eV
* charge: +1
* highest occupied orbital energy (alpha / beta): -14.71 / -14.71 eV
* ΔE to the lowest compared entry with this formula, charge and spin: 141.28 kcal per mole

Geometry (Å):
C  2.109  -0.291  0.167
H  -1.580  1.192  -1.113
H  -1.547  1.780  0.517
H  -2.153  -0.612  1.267
C  -1.227  1.020  -0.114
H  2.251  -0.400  1.187
H  -1.244  -1.334  -1.253
H  2.446  -1.238  -0.308
N  -1.094  -1.300  -0.193
N  0.176  0.947  -0.170
N  0.776  -0.095  -0.053
H  2.786  0.617  -0.282
N  -1.699  -0.285  0.349

***

Record 5
ORCA calculation (the ωB97M-V functional and the def2-TZVPD basis) on a gas-phase ion, C2H7N4 (charge +1).

Summary:
* E_LUMO: -0.1509 Eh
* Kohn-Sham gap: 10.08 eV
* total energy: -8138.42215 eV
* charge: +1
* highest occupied orbital energy: -14.18 eV
* ΔE to the lowest compared entry with this formula, charge and spin: 88.19 kcal per mole

Geometry (Å):
C  -0.086  0.496  -0.612
H  1.871  0.644  0.045
H  0.572  0.598  1.334
H  0.145  -1.457  0.307
N  -2.204  0.654  0.171
H  -0.855  -1.601  -1.069
H  0.253  0.732  -1.632
N  0.884  1.018  0.390
N  -1.344  1.366  -0.278
N  -1.928  -0.624  0.362
C  -0.654  -0.948  -0.321
H  0.848  2.109  0.526
H  -2.821  -1.121  0.507

***

Record 6
ORCA calculation (the ωB97M-V functional and the def2-TZVPD basis) on a gas-phase ion, C2H7N4O (charge +1).

Summary:
* E_LUMO (alpha / beta): -0.1978 / -0.1979 Eh
* Kohn-Sham gap (alpha / beta): 6.97 / 6.97 eV
* total energy: -10182.83550 eV
* charge: +1
* highest occupied orbital energy (alpha / beta): -12.36 / -12.36 eV
* ΔE to the lowest compared entry with this formula, charge and spin: 148.92 kcal per mole

Geometry (Å):
H  -1.117  -1.920  -0.675
O  1.187  1.038  0.045
N  2.942  -0.082  -0.502
H  -2.976  0.256  -0.607
H  -2.133  1.423  -1.287
C  -0.730  -1.247  0.098
H  -0.042  -1.508  0.809
H  -0.350  2.137  0.604
H  3.358  -0.964  -0.738
C  -1.011  0.102  -0.001
N  1.803  -0.071  0.041
N  -0.149  1.128  0.515
H  3.286  0.812  -0.956
N  -2.063  0.624  -0.650

***

Record 7
ORCA calculation (the ωB97M-V functional and the def2-TZVPD basis) on 2 unconnected molecules or ions with the total composition C2H7N4O.

Summary:
* E_LUMO: -0.1351 Eh
* Kohn-Sham gap: 9.24 eV
* total energy: -10187.66495 eV
* charge: +1
* highest occupied orbital energy: -12.91 eV
* ΔE to the lowest compared entry with this formula, charge and spin: 37.55 kcal per mole

Geometry (Å):
H  2.350  0.343  1.306
N  2.211  0.543  0.332
H  -0.976  -1.335  0.857
H  -0.827  -1.888  2.439
H  -2.254  -2.053  1.480
H  -1.273  2.304  -3.713
C  -0.054  1.205  -2.339
H  2.617  1.440  0.288
N  -1.509  -1.476  1.773
C  1.126  -0.006  -0.170
N  0.655  0.751  -1.389
N  -0.949  1.630  -2.992
O  0.542  -0.979  0.192
H  -1.660  -0.478  1.936

***

Record 8
ORCA calculation (the ωB97M-V functional and the def2-TZVPD basis) on a gas-phase ion, C2H7N4O2 (charge +1).

Summary:
* E_LUMO: -0.1514 Eh
* Kohn-Sham gap: 9.55 eV
* total energy: -12229.37760 eV
* charge: +1
* highest occupied orbital energy: -13.67 eV
* ΔE to the lowest compared entry with this formula, charge and spin: 153.80 kcal per mole

Geometry (Å):
H  1.468  -1.830  0.950
N  1.503  1.251  -0.118
N  0.174  -1.446  -0.633
H  -2.766  0.970  -1.141
H  2.408  1.679  -0.206
O  -0.530  -0.490  -1.146
N  -1.478  0.014  0.158
N  1.776  0.019  0.455
O  -1.013  -0.460  1.198
C  -2.450  0.795  -0.063
H  2.449  0.202  1.169
H  -0.388  -2.333  -0.672
H  0.841  1.370  -0.875
H  -3.105  1.371  0.595
C  1.112  -1.113  0.328